(1)
This record from the OMol25 dataset describes a single C7H16FNO3S molecule. The level of theory is ωB97M-V/def2-TZVPD.

Each line ends with the natural charge from an NBO analysis.
Geometry (Å):
O 0.740 -1.995 1.600  -0.9337
C 2.254 3.289 1.613  -0.6023
H -2.361 -3.579 -0.071  0.2213
H 1.771 0.531 1.571  0.2357
O 1.524 -1.158 -0.587  -0.9083
C -1.665 -3.046 0.483  -0.4364
H -2.411 -1.416 -2.112  0.1801
C 0.852 2.598 1.679  -0.3728
H 2.183 3.907 0.756  0.2062
H 0.114 3.073 1.163  0.1948
H -1.390 0.660 -2.603  0.2184
C 1.057 1.204 0.963  -0.4669
H -1.027 -3.900 0.816  0.2096
H 2.493 3.865 2.513  0.2122
C -0.205 0.394 0.785  0.0517
H 2.885 2.487 1.447  0.2059
H -1.543 -1.840 -3.708  0.2080
H -2.156 -2.533 1.291  0.2198
H -0.692 0.315 1.756  0.1747
H 0.084 -0.025 -3.400  0.2153
C -0.667 -0.109 -2.593  -0.6663
S 0.424 -1.422 0.305  2.1387
N -1.022 -2.070 -0.394  -0.3684
H 0.561 2.429 2.830  0.1915
H 1.411 1.349 -0.031  0.2195
O -0.806 -2.392 -1.682  -0.3893
F -0.977 0.800 -0.161  -0.3262
H -0.042 -0.008 -1.613  0.2376
C -1.392 -1.408 -2.617  -0.0705

Computed properties:
Gap between HOMO and LUMO   10.619 eV
Relative energy (zero: lowest compared OMol25 entry of this formula, charge and spin)   82.04 kcal/mol
E_LUMO   0.82 eV
Strongest force on any atom   5.2 eV/Å

---

(2)
This record from the OMol25 dataset describes a molecular structure, C11H21ClN3O4Rh. The level of theory is ωB97M-V/def2-TZVPD.

Each line ends with the natural charge from an NBO analysis.
Geometry (Å):
O 0.335 -0.765 1.797  -0.9403
H 3.262 -1.707 -0.476  0.4455
H -3.192 0.123 3.153  0.2801
H -1.112 -1.464 -1.834  0.4038
H -4.458 0.167 0.799  0.2766
H 0.733 2.100 -2.926  0.2563
H 2.087 -0.171 -2.848  0.2396
H -1.005 2.598 0.304  0.4076
C 0.032 0.164 -2.389  -0.0467
H 3.473 -0.434 0.565  0.4812
O 2.575 -0.265 2.282  -0.8522
H 1.258 -0.559 0.068  0.2529
H 0.841 3.167 -0.834  0.2375
O 1.042 -0.557 4.058  -0.7205
N -1.085 -0.468 -1.622  -0.8530
H -0.180 -0.001 -3.449  0.2325
Rh -1.457 -0.033 0.639  1.2189
H 1.281 -1.587 -2.187  0.2295
C 0.083 1.675 -2.159  -0.4360
O 0.881 1.360 2.663  -0.8368
C 1.977 1.398 -0.540  -0.4540
Cl 1.234 -0.039 2.765  2.5580
H -0.903 2.117 -2.322  0.2335
N 3.246 -0.686 -0.410  -0.6773
H 2.702 1.791 -1.258  0.2361
C -2.359 -2.419 1.137  -0.2468
H 3.966 -0.317 -1.036  0.4384
C -3.061 -0.592 2.354  -0.2400
C 0.644 2.092 -0.805  -0.0429
N -0.308 1.856 0.322  -0.8979
H -1.864 -3.335 0.860  0.2684
C 1.377 -0.503 -2.085  -0.4342
H -1.604 -2.063 3.200  0.2764
H -1.945 -0.093 -2.023  0.4004
C -2.232 -1.757 2.380  -0.1187
H 0.163 1.900 1.273  0.4464
C -3.717 -0.557 1.106  -0.2605
C -3.285 -1.704 0.353  -0.2097
H -3.647 -1.982 -0.626  0.2610
H 2.338 1.662 0.455  0.2562
C 1.883 -0.115 -0.704  -0.0694

Computed properties:
<S²>   6.012
Total charge   +2
Gap between HOMO and LUMO (alpha / beta)   9.732 / 7.671 eV
Relative energy (zero: lowest compared OMol25 entry of this formula, charge and spin)   2.60 kcal/mol
Spin multiplicity   5
E_LUMO (alpha / beta)   -5.66 / -9.11 eV
Strongest force on any atom   1.3 eV/Å

---

(3)
This record from the OMol25 dataset describes 2 unconnected molecules or ions with the total composition C2H2N2O4. The level of theory is ωB97M-V/def2-TZVPD.

Each line ends with the natural charge from an NBO analysis.
Geometry (Å):
O -1.629 -0.562 0.923  -0.5375
O 1.450 0.364 1.385  -0.3661
C 0.857 0.474 -0.767  0.1379
H 1.518 -1.024 0.000  0.3656
N 0.968 1.095 0.580  0.5019
O 0.647 2.231 0.728  -0.3325
C -2.332 -1.136 0.202  1.0264
N 1.110 -0.727 -0.921  -0.5156
O -3.018 -1.699 -0.496  -0.4892
H 0.428 0.985 -1.632  0.2091

Computed properties:
Gap between HOMO and LUMO   10.573 eV
Relative energy (zero: lowest compared OMol25 entry of this formula, charge and spin)   37.06 kcal/mol
E_LUMO   -0.79 eV
Strongest force on any atom   3.2 eV/Å

---

Which of these has the lowest strongest force on any atom? C11H21ClN3O4Rh